(1)
{"formula": "C16H19N3OReS", "method": "the ωB97M-V functional and the def2-TZVPD basis", "species": ["Re", "N", "C", "C", "C", "C", "C", "C", "C", "C", "N", "C", "H", "H", "H", "H", "H", "H", "H", "H", "S", "C", "C", "N", "C", "H", "H", "H", "C", "C", "C", "O", "C", "H", "H", "H", "H", "H", "H", "H", "H"], "positions_angstrom": [[-0.521535, 0.236721, -0.560089], [-1.806074, -1.273303, 0.353811], [-1.137909, -2.002125, 1.425774], [-1.695369, -3.062762, 2.114849], [-1.010436, -3.605710, 3.209492], [0.219893, -3.099959, 3.605330], [0.814809, -2.010881, 2.916762], [2.023239, -1.389964, 3.285800], [2.495323, -0.322249, 2.533963], [1.778136, 0.106604, 1.422391], [0.620192, -0.442136, 1.048660], [0.121935, -1.479578, 1.787274], [-2.598290, -0.765667, 0.792467], [-2.283039, -1.944231, -0.269928], [-2.658285, -3.468775, 1.832499], [-1.461475, -4.423646, 3.754465], [0.738597, -3.547813, 4.446352], [2.579255, -1.732148, 4.151584], [3.422085, 0.172423, 2.795475], [2.170502, 0.909124, 0.805132], [1.799499, -1.798013, -3.953172], [0.672729, -2.891918, -3.242919], [0.002093, -2.311758, -2.220934], [0.355881, -0.997552, -1.990301], [1.311955, -0.616220, -2.844180], [0.560137, -3.899769, -3.606917], [-0.750225, -2.801638, -1.628237], [1.769803, 0.359051, -2.810236], [-0.901711, 4.321172, -2.260877], [-0.983043, 4.411745, -0.750709], [-0.118822, 3.251692, -0.274674], [-0.230263, 2.226790, -1.302412], [-0.437162, 2.900584, -2.568536], [-0.195780, 5.069864, -2.662337], [-1.844183, 4.584216, -2.759783], [-2.025581, 4.333450, -0.406179], [-0.641140, 5.374675, -0.348753], [-0.426124, 2.834210, 0.694699], [0.936001, 3.562691, -0.214456], [-1.171098, 2.334799, -3.161580], [0.505479, 2.898006, -3.139569]], "forces_ev_per_angstrom": [[3.306, -0.554, -0.241], [-0.529, 0.361, -0.630], [1.389, 0.283, 0.695], [0.061, 0.106, 0.169], [0.180, 0.067, -0.074], [-0.085, -0.005, -0.071], [-0.276, 0.124, -0.405], [-0.479, -0.531, 0.166], [-0.214, 0.627, -0.911], [2.042, 0.597, 0.587], [-2.329, 1.095, -2.249], [-1.462, -1.318, 0.558], [0.105, -0.133, -0.099], [0.182, 0.325, 0.006], [-0.129, -0.027, 0.006], [0.028, -0.076, 0.018], [-0.007, 0.076, 0.034], [0.022, -0.070, 0.051], [-0.003, 0.062, -0.060], [-0.042, 0.021, 0.059], [-0.636, 0.658, 0.954], [-0.059, 0.284, 0.280], [-0.263, -1.031, -0.314], [-1.248, 1.022, 1.327], [1.094, 0.140, -0.868], [-0.020, -0.158, -0.084], [-0.036, -0.037, 0.012], [0.045, 0.161, -0.075], [0.246, 0.927, -0.832], [-0.784, 0.063, 0.781], [0.331, 1.790, 1.332], [-0.428, -3.187, 1.653], [-0.500, 0.590, -2.627], [-0.012, -0.547, 0.196], [0.115, -0.400, 0.289], [0.319, -0.267, -0.039], [0.199, -0.342, -0.157], [0.004, -0.137, -0.134], [-0.183, -0.331, -0.126], [0.137, -0.032, 0.346], [-0.082, -0.196, 0.479]], "mulliken_spin": [0.942, -0.014, -0.001, -0.008, 0.013, 0.019, 0.000, 0.016, 0.002, 0.002, 0.024, -0.004, -0.007, 0.005, 0.000, 0.000, 0.001, -0.001, 0.000, 0.002, -0.004, 0.007, -0.001, -0.003, 0.020, 0.001, -0.001, 0.001, 0.001, -0.002, 0.006, -0.010, 0.000, 0.000, 0.000, 0.000, 0.000, -0.001, -0.004, -0.001, -0.003], "multiplicity": 2, "homo_energy_ev": [-22.29, -22.18], "total_charge": 4}

(2)
{"formula": "C3H5NO5", "method": "the ωB97M-V functional and the def2-TZVPD basis", "species": ["O", "C", "O", "O", "C", "O", "C", "O", "N", "H", "H", "H", "H", "H"], "positions_angstrom": [[0.414914, -2.043308, -0.529001], [0.819016, -0.898806, -0.591404], [1.893915, -0.519144, -1.328394], [1.086699, -0.186224, 0.986545], [0.168549, 0.725011, 0.837562], [0.438634, 1.965785, 1.266655], [-1.186756, 0.292132, 0.356891], [-1.770341, -0.881872, 0.742955], [-0.255645, 0.294278, -0.796151], [2.371308, -1.329497, -1.557142], [-0.370523, 2.470615, 1.410802], [-1.925890, 1.089890, 0.283930], [-1.122266, -1.606846, 0.621703], [-0.561613, 0.627986, -1.704951]], "forces_ev_per_angstrom": [[0.216, 0.170, 0.260], [-1.401, 0.472, -1.127], [-0.082, 0.131, 0.300], [-0.792, 1.185, -0.344], [0.358, -0.264, 1.584], [0.102, -0.495, -0.185], [1.190, -0.223, -0.101], [-0.013, 0.033, 0.020], [0.331, -0.853, -0.286], [-0.086, 0.009, 0.143], [-0.058, -0.062, -0.066], [0.103, -0.046, -0.058], [-0.060, 0.174, -0.113], [0.191, -0.231, -0.028]], "lowdin_charge": [0.061, -0.604, 0.111, 0.081, -0.430, 0.164, -0.274, 0.052, 0.160, 0.132, 0.127, 0.167, 0.098, 0.156], "smiles": "[O-][C@]1(O)O[C@]2(O)[C@H](O)[N@H+]12", "homo_energy_ev": -9.92}

(3)
{"formula": "C4H11N4OS", "method": "the ωB97M-V functional and the def2-TZVPD basis", "species": ["N", "C", "N", "N", "C", "N", "C", "C", "S", "O", "H", "H", "H", "H", "H", "H", "H", "H", "H", "H", "H"], "positions_angstrom": [[-2.015780, 0.213785, 2.462258], [-0.800430, 0.033088, 1.865652], [-0.046691, -1.027648, 2.320380], [-0.389960, 0.655891, 0.756753], [0.897247, 0.438232, 0.219300], [1.094940, 1.105881, -1.018422], [0.260194, 0.594288, -2.069525], [0.630574, -0.905125, -2.294876], [0.556987, -1.926344, -0.746690], [1.842124, -2.598581, -0.530265], [-2.285843, 1.112222, 2.770347], [-2.312726, -0.600779, 2.914111], [0.143716, -1.260554, 3.273475], [0.636493, -1.542732, 1.790164], [-1.078498, 1.349296, 0.546365], [1.681201, 0.331208, 1.085245], [1.956720, 1.198718, -1.494877], [0.302676, 1.105470, -2.934190], [-0.711425, 0.810751, -1.839662], [-0.024387, -1.190864, -3.008569], [1.697668, -0.780652, -2.738561]], "forces_ev_per_angstrom": [[2.135, 0.627, -1.591], [1.405, -2.602, 0.231], [-0.191, 0.571, -0.409], [-1.315, -0.371, 2.430], [1.602, -0.788, -0.929], [-0.948, 0.051, 1.238], [0.613, -2.585, 2.719], [3.109, 2.267, 1.661], [-0.005, 2.400, -0.754], [0.484, -0.352, 0.092], [-0.591, 0.802, 0.284], [-0.763, -0.893, 1.115], [-1.006, 0.385, 0.821], [-0.010, 0.532, -0.940], [0.127, 0.793, -1.349], [-1.126, 0.448, -2.262], [1.809, 0.095, 1.135], [1.245, 1.871, -3.126], [-3.020, -0.332, 1.037], [-1.957, -1.778, -2.329], [-1.595, -1.142, 0.925]], "lowdin_charge": [0.213, -0.369, 0.187, 0.097, -0.179, -0.011, -0.246, -0.302, 0.927, -0.561, 0.118, 0.105, 0.130, 0.064, 0.167, 0.177, 0.126, 0.095, 0.084, 0.037, 0.144], "smiles": "NC(=[NH2+])/[NH+]=C/NCCS[O-]", "homo_energy_ev": [-11.35, -11.64], "total_charge": 1}

Summary of energy relative to the best compared isomer or geometry (same formula, charge and spin) in kJ/mol
163.54, 122.80, 153.94
(order as listed above)
Summary of E in eV
-36335.100, -14917.520, -23160.229
(order as listed above)